No. 1
The following is a DFT calculation (ωB97M-V/def2-TZVPD) of C11H27BNO11V2 as an isolated structure in a non-equilibrium geometry.

Gap between HOMO and LUMO (alpha / beta), Eh: 0.2220 / 0.2942
Molecular weight, u: 462.03
Multiplicity: 3
<S²>: 2.01
E_LUMO (alpha / beta), Eh: 0.09755 / 0.09751
Highest occupied orbital energy (alpha / beta), eV: -3.39 / -5.35
Net charge: -1

CARTESIAN COORDINATES (ANGSTROEM)
O -3.37990 -0.10943 0.88926
V -1.91638 -0.24953 0.57624
O -0.90583 -3.48946 1.63356
V -0.35876 -2.18785 1.07162
C -1.46583 -1.82842 -0.65323
O -2.60861 -1.28765 -0.65026
O -1.33633 -2.98934 -0.28024
O -0.65154 -1.12665 -0.07519
C -1.13795 -0.69932 2.43704
O -0.14170 -1.42491 2.47955
O -1.09683 0.36201 1.87731
O -1.93944 -1.38348 1.85293
B 1.22207 -2.47476 0.67653
H 0.76711 -3.18798 0.00676
H 0.77548 -1.50514 0.51966
H 1.03871 -2.70427 1.71478
H 2.27592 -2.51486 0.44842
C 0.50555 -3.08068 -5.05014
O 0.81551 -1.90970 -4.30111
C -0.24264 -1.36107 -3.49517
C 0.20583 -0.01015 -2.77252
N 0.57265 -0.22512 -1.33134
C 0.80546 1.17111 -0.74869
C 1.24178 1.21256 0.72466
O 2.35113 0.37203 0.91272
C 2.41600 0.00601 2.25596
H 1.42425 -3.36331 -5.56414
H -0.26396 -2.89811 -5.80023
H 0.13684 -3.89591 -4.42761
H -0.68626 -1.99199 -2.72496
H -0.94520 -0.99392 -4.24330
H -0.64472 0.65696 -2.91255
H 1.08464 0.38505 -3.28204
H -0.19192 -0.63270 -0.81230
H -0.00014 1.87181 -0.96809
H 1.59841 1.64421 -1.32791
H 0.30122 0.90793 1.18361
H 1.53223 2.19979 1.08400
H 2.46741 0.93290 2.82722
H 3.24674 -0.64848 2.51982
H 1.43069 -0.44951 2.35479
C -1.84092 3.91819 1.55620
C -0.72199 2.86062 1.65279
C 0.65342 3.38606 1.96158
O -1.19614 2.06005 2.65571
H -2.76069 3.41018 1.26627
H -1.55120 4.73611 0.89653
H -1.96409 4.47093 2.48754
H -0.78651 2.33306 0.70114
H 1.30437 2.69962 1.42012
H 0.90777 3.53132 3.01148
H 0.86508 4.32943 1.45823
H -1.21079 1.16575 2.30697

Forces on the atoms, in the same order (eV/Å):
O -7.3 3.6 0.9
V -11.9 13.2 -3.2
O -1.3 -6.5 3.2
V -5.6 -16.1 10.2
C -10.0 -6.8 -2.7
O -1.8 -3.1 -8.9
O -1.1 -3.9 -6.4
O 1.9 3.3 -3.0
C 0.1 -0.5 12.0
O 9.8 2.9 9.9
O 6.8 -3.3 -4.4
O -9.7 -9.1 -0.9
B 12.3 -1.1 -2.7
H -1.9 -2.4 -1.8
H 5.0 4.2 -1.8
H 0.6 -1.7 3.6
H 3.4 0.2 -0.6
C -0.1 0.6 0.4
O 0.0 -0.4 0.9
C 1.1 2.2 -0.8
C 0.8 -2.0 0.6
N 4.2 5.7 -5.9
C 1.7 -0.8 -1.1
C 0.2 -3.4 -3.5
O 1.0 -0.2 -1.6
C -1.1 0.4 0.3
H -0.1 -0.1 0.1
H -0.2 0.2 -0.2
H 0.2 -0.1 0.2
H 0.1 -0.7 -0.5
H -0.9 -0.4 0.3
H -0.1 0.5 0.1
H -0.1 0.1 -0.3
H 4.5 4.4 -5.7
H -0.7 -0.1 0.3
H 0.4 -0.2 -0.3
H 2.0 0.2 0.9
H 4.3 -10.5 -7.5
H 0.1 -0.1 0.7
H 0.0 0.0 -0.4
H 0.8 -0.2 1.6
C 1.0 1.0 -0.5
C -2.3 1.9 1.8
C -0.3 3.2 0.4
O 0.0 9.7 5.4
H 0.0 0.3 0.0
H -0.3 0.0 -0.8
H -0.1 -0.6 0.4
H 0.3 0.0 -0.4
H -4.0 10.8 7.9
H -0.4 -0.3 0.1
H -0.3 0.5 -0.1
H -1.1 5.8 4.0

How positive or negative is each atom? The Mulliken charges in e answer that: O -0.67; V 0.33; O -0.69; V 0.29; C 1.56; O -0.79; O -0.60; O -0.11; C -0.27; O -0.40; O -0.62; O -0.65; B 1.01; H 0.04; H -1.20; H 0.33; H -0.11; C -0.74; O -0.36; C -0.38; C -0.84; N -0.36; C -1.30; C 1.21; O -0.55; C -0.86; H 0.25; H 0.30; H 0.28; H 0.50; H 0.46; H 0.38; H 0.37; H 0.89; H 0.54; H 0.58; H -0.69; H 0.12; H 0.34; H 0.28; H 0.39; C -1.66; C 1.42; C -0.94; O -0.78; H 0.36; H 0.39; H 0.31; H -0.42; H -0.14; H 0.19; H 0.42; H 1.58

***

No. 2
The following is a DFT calculation (ωB97M-V/def2-TZVPD) of C20H29FeNO4PS as an isolated structure.

Gap between HOMO and LUMO (alpha / beta), Eh: 0.2776 / 0.3108
Molecular weight, u: 466.34
Relative energy (zero: lowest compared OMol25 entry of this formula, charge and spin), kJ/mol: 162.2
Multiplicity: 2
<S²>: 0.80
E_LUMO (alpha / beta), Eh: -0.01033 / 0.00551
Highest occupied orbital energy (alpha / beta), eV: -7.84 / -8.31

CARTESIAN COORDINATES (ANGSTROEM)
Fe 0.24678 0.27409 0.47067
C 0.32726 0.78266 2.71158
C 1.33956 -0.11122 2.28296
C 2.14994 0.57406 1.33668
C 1.63310 1.87462 1.21272
C 0.54718 2.01977 2.09773
H -0.45996 0.54754 3.41109
H 1.49530 -1.09363 2.69468
H 3.03094 0.21188 0.83869
H 1.97834 2.61585 0.50913
H -0.09755 2.87678 2.18186
C -4.40698 1.67038 -5.87233
C -3.41126 1.80345 -4.75294
C -2.88528 0.67121 -4.13454
C -1.99348 0.78249 -3.08165
C -1.61527 2.04538 -2.64368
C -2.12532 3.18733 -3.24365
C -3.01759 3.05786 -4.29600
S -0.54381 2.22740 -1.25683
O 0.47920 1.13088 -1.35854
O 0.04142 3.54145 -1.31406
N -1.30660 1.96050 0.07432
C -2.63884 1.41449 0.14193
C -2.60081 -0.11232 0.09804
O -3.59789 -0.79614 0.19885
O -1.39774 -0.58942 -0.11537
H -4.22119 0.77249 -6.46117
H -4.37297 2.53282 -6.53725
H -5.42114 1.59897 -5.47285
H -3.18130 -0.31202 -4.48111
H -1.59810 -0.09852 -2.59350
H -1.80665 4.15938 -2.89198
H -3.41128 3.94624 -4.77563
H -3.31036 1.74973 -0.65336
H -3.09807 1.70380 1.08992
C -0.36048 -4.39372 1.33050
C -0.52197 -2.87493 1.27834
P 0.63076 -1.96795 0.17528
C 0.28752 -2.60536 -1.50817
C 0.84761 -1.74599 -2.64387
C 2.23151 -2.78429 0.56130
C 3.46026 -2.38932 -0.25833
H -1.16726 -4.81785 1.92840
H 0.58092 -4.70684 1.78146
H -0.42758 -4.83493 0.33424
H -0.41031 -2.43932 2.27474
H -1.51803 -2.61036 0.93153
H -0.79816 -2.67484 -1.58400
H 0.68982 -3.62012 -1.56908
H 0.50266 -0.71908 -2.57454
H 0.54002 -2.15602 -3.60686
H 1.93711 -1.71836 -2.63211
H 2.03327 -3.84336 0.38114
H 2.42940 -2.69566 1.63095
H 3.32624 -2.63639 -1.31014
H 4.33069 -2.94247 0.09636
H 3.69700 -1.33001 -0.19352

Forces on the atoms, in the same order (eV/Å):
Fe 0.3 0.4 0.5
C -0.1 -0.2 0.2
C -0.4 -0.2 0.1
C 0.2 0.0 -0.1
C 0.0 0.3 -0.1
C -0.2 -0.1 -0.2
H 0.0 0.0 0.0
H 0.1 0.0 0.0
H 0.0 -0.1 0.0
H 0.0 0.0 0.0
H 0.1 0.0 -0.1
C 0.0 0.0 0.0
C 0.0 0.0 0.0
C 0.0 0.0 0.0
C 0.0 0.0 0.0
C 0.0 0.0 -0.1
C 0.0 0.0 0.0
C 0.0 0.0 0.0
S -0.4 0.2 0.4
O 0.1 -0.3 -0.1
O 0.1 0.0 -0.2
N 0.1 0.4 -0.4
C 0.1 -0.2 0.1
C 0.1 0.0 -0.1
O 0.1 0.0 0.0
O -0.3 -0.1 0.3
H 0.0 0.0 0.0
H 0.0 0.0 0.0
H 0.0 0.0 0.0
H 0.0 0.0 0.0
H 0.0 0.0 0.0
H 0.0 0.0 0.0
H 0.0 0.0 0.0
H 0.0 0.0 0.0
H 0.0 0.1 0.0
C 0.0 0.0 0.0
C 0.1 0.0 0.0
P 0.2 0.0 -0.4
C -0.1 0.1 0.0
C 0.0 -0.1 0.0
C 0.1 -0.1 -0.1
C 0.0 0.0 0.0
H 0.0 0.0 0.0
H 0.0 0.0 0.0
H 0.0 0.0 0.0
H 0.0 0.0 0.0
H 0.0 0.1 0.0
H 0.0 0.0 0.0
H 0.0 0.0 0.1
H 0.0 0.0 0.0
H 0.0 0.0 0.0
H 0.0 0.0 0.0
H 0.0 0.0 0.1
H 0.0 0.1 0.0
H 0.0 0.0 0.0
H 0.0 0.0 0.0
H 0.0 0.0 0.0

How positive or negative is each atom? The Mulliken charges in e answer that: Fe 0.79; C -0.58; C -0.96; C -0.08; C -0.58; C -0.44; H 0.48; H 0.90; H 0.43; H 0.48; H 0.41; C -1.50; C 1.00; C -1.22; C 0.33; C -0.40; C -0.61; C -0.78; S 1.53; O -0.64; O -0.78; N -0.43; C -0.74; C 0.49; O -0.70; O -0.57; H 0.37; H 0.39; H 0.29; H 0.39; H 0.46; H 0.48; H 0.38; H 0.32; H 0.40; C -1.44; C -0.49; P 1.09; C -0.72; C -0.97; C -0.78; C -1.26; H 0.46; H 0.31; H 0.33; H 0.35; H 0.26; H 0.47; H 0.54; H 0.05; H 0.42; H 0.21; H 0.50; H 0.46; H 0.29; H 0.39; H 0.23

***

No. 3
The following is a DFT calculation (ωB97M-V/def2-TZVPD) of C2H4ClNO as an isolated structure in a non-equilibrium geometry.

Gap between HOMO and LUMO (alpha / beta), Eh: 0.1841 / 0.3003
Molecular weight, u: 93.51
Relative energy (zero: lowest compared OMol25 entry of this formula, charge and spin), kJ/mol: 302.5
Multiplicity: 3
<S²>: 2.02
E_LUMO (alpha / beta), Eh: -0.00343 / -0.08710
Highest occupied orbital energy (alpha / beta), eV: -5.10 / -10.54

CARTESIAN COORDINATES (ANGSTROEM)
C 0.01568 0.75054 -0.08156
C 0.65578 0.10691 -1.18660
N -0.43456 1.25083 0.88951
O -0.75795 -1.62989 0.81589
Cl -1.06344 -0.99127 2.28986
H 1.33608 -0.45668 -0.65036
H 1.30703 0.73778 -1.73238
H -0.08602 -0.39138 -1.86206
H -0.97259 0.62316 1.51770

Forces on the atoms, in the same order (eV/Å):
C 1.0 0.3 -2.5
C -2.1 0.8 -0.3
N -0.7 1.5 1.6
O -0.2 0.2 0.5
Cl -0.2 -2.0 0.8
H 1.4 -2.5 0.6
H 0.4 1.1 -1.1
H 0.9 -0.1 0.6
H -0.4 0.6 -0.2

How positive or negative is each atom? The Mulliken charges in e answer that: C 0.35; C -0.85; N -0.47; O -0.22; Cl 0.00; H 0.27; H 0.34; H 0.24; H 0.33

***

No. 4
The following is a DFT calculation (ωB97M-V/def2-TZVPD) of C23H13N6O4OsS3 as an isolated structure in a non-equilibrium geometry.

Gap between HOMO and LUMO (alpha / beta), Eh: 0.1914 / 0.1867
Molecular weight, u: 723.83
Relative energy (zero: lowest compared OMol25 entry of this formula, charge and spin), kJ/mol: 85.7
E_LUMO (alpha / beta), Eh: -0.22006 / -0.22470
Highest occupied orbital energy (alpha / beta), eV: -11.20 / -11.19
Net charge: +1

CARTESIAN COORDINATES (ANGSTROEM)
Os 0.00384 -0.06201 0.17089
S 2.30982 -0.17367 0.19838
C 2.71557 -0.11646 1.83402
C 4.12063 -0.11039 2.14259
N 5.25369 -0.09387 2.34844
C 1.77698 -0.06931 2.83349
S 0.10724 -0.07843 2.57132
C 2.19531 0.00428 4.20780
N 2.50190 0.08540 5.31481
N -3.82058 1.67358 -0.08644
C -4.91129 0.76059 -0.02474
C -6.20440 1.24502 -0.06622
C -7.28071 0.37192 0.02378
C -7.05965 -0.98567 0.14467
C -5.75863 -1.47376 0.17788
C -4.69345 -0.59881 0.09787
S -3.05394 -1.26964 0.15324
N -2.08076 0.13614 0.04551
C -2.52370 1.34375 -0.03154
C -1.50081 2.40767 -0.04461
C -1.79630 3.75174 -0.03998
C -0.76894 4.68217 -0.05462
C 0.53214 4.22988 -0.10601
C 0.76432 2.87054 -0.08787
N -0.22340 1.96507 -0.02493
H -4.05945 2.63700 -0.21144
H -6.37255 2.31456 -0.16193
H -8.28967 0.76337 0.01455
H -7.89505 -1.66936 0.21858
H -5.57191 -2.53758 0.28150
H -2.81834 4.09945 -0.01289
H -0.98731 5.74198 -0.02898
H 1.36606 4.91619 -0.16211
H 1.76760 2.48129 -0.12655
O -0.68966 -4.09707 -0.64746
C -0.48707 -2.93692 -0.87724
O -0.12450 -2.04218 0.02048
C -0.72094 -2.38536 -2.27764
C -1.27671 -3.20688 -3.25128
C -1.62570 -2.68623 -4.48743
C -1.50509 -1.32744 -4.74437
C -0.96531 -0.51672 -3.76928
C -0.50953 -1.05184 -2.57586
N -0.95008 0.94592 -3.93525
O -0.77892 1.62184 -2.92409
O -1.14351 1.40465 -5.03403
H -1.43440 -4.25198 -3.01582
H -2.02928 -3.33529 -5.25349
H -1.83442 -0.89894 -5.68106
H 0.03244 -0.38094 -1.89325

Forces on the atoms, in the same order (eV/Å):
Os 2.1 -1.5 1.8
S -1.3 0.3 0.0
C 0.7 -0.1 -0.2
C 0.2 0.0 0.1
N -0.4 0.0 -0.1
C -0.1 0.0 0.8
S 0.0 0.3 -2.8
C 0.0 0.0 0.2
N -0.1 0.0 -0.4
N -0.2 0.0 0.0
C -0.1 0.1 0.0
C 0.0 0.2 0.0
C -0.1 0.1 0.0
C 0.0 -0.1 0.0
C 0.0 -0.1 0.1
C 0.3 0.1 -0.1
S 0.0 -0.3 0.1
N 0.0 0.1 0.3
C -0.3 -0.1 0.0
C 0.0 0.2 0.1
C -0.1 0.1 0.0
C -0.1 0.1 0.0
C 0.0 0.1 -0.1
C 0.1 -0.2 -0.1
N -0.4 0.5 0.1
H -0.1 0.2 0.0
H 0.0 -0.1 0.0
H 0.1 0.0 0.0
H 0.1 0.0 0.0
H 0.0 0.1 0.0
H 0.0 0.0 0.0
H 0.0 0.0 0.0
H 0.0 -0.1 0.0
H 0.1 -0.1 0.1
O 0.2 0.1 0.3
C -0.2 0.3 -0.8
O -0.5 -0.2 0.4
C 0.1 0.2 0.3
C 0.0 -0.1 -0.1
C 0.0 -0.1 0.0
C 0.0 0.1 -0.2
C 0.1 0.0 0.3
C -0.3 -0.1 0.3
N 0.0 0.2 -0.1
O 0.1 -0.2 0.0
O 0.0 -0.2 0.1
H 0.0 0.0 0.0
H 0.0 0.0 0.0
H 0.0 0.0 0.0
H 0.1 0.2 -0.2

How positive or negative is each atom? The Mulliken charges in e answer that: Os 1.96; S -0.29; C 0.72; C -0.28; N -0.34; C 0.79; S -0.31; C -0.30; N -0.33; N -0.06; C -0.15; C -0.74; C -0.63; C -0.71; C -0.69; C 1.14; S -0.18; N -0.28; C 0.81; C 0.80; C -0.79; C -0.71; C -0.85; C 0.06; N -0.21; H 0.04; H 0.39; H 0.40; H 0.40; H 0.43; H 0.48; H 0.46; H 0.46; H 0.43; O -0.61; C 0.03; O -0.99; C 0.68; C -0.73; C -0.58; C -0.58; C -0.26; C 0.00; N 0.94; O -0.51; O -0.58; H 0.53; H 0.43; H 0.51; H 0.78

***

No. 5
The following is a DFT calculation (ωB97M-V/def2-TZVPD) of an isolated ion of composition C6H8N and charge +1 in a non-equilibrium geometry.

Gap between HOMO and LUMO, Eh: 0.3508
Molecular weight, u: 94.14
Relative energy (zero: lowest compared OMol25 entry of this formula, charge and spin), kJ/mol: 533.8
E_LUMO, Eh: -0.20863
Highest occupied orbital energy, eV: -15.22
Net charge: +1

CARTESIAN COORDINATES (ANGSTROEM)
C -0.04299 -0.14791 0.01000
C -1.33013 1.17227 1.01416
C -1.54205 0.03322 1.85311
C -0.95789 -0.97201 0.79089
C 0.96942 0.00079 -0.77113
C 1.68652 1.07184 -1.44332
N -0.94724 1.82501 0.13468
H -2.42846 -0.35156 2.38902
H -0.77111 0.28713 2.72798
H -0.56846 -1.86489 1.26254
H -1.71236 -1.20996 0.04604
H 1.26580 -1.01609 -1.10702
H 2.73603 0.89155 -1.11481
H 1.43760 2.12293 -1.14747
H 1.61627 0.81652 -2.61675

Forces on the atoms, in the same order (eV/Å):
C 1.6 0.2 -0.5
C -1.2 1.1 -0.5
C 2.4 -1.0 2.5
C -1.2 0.2 0.7
C -1.3 -0.6 0.1
C 1.3 0.4 -2.0
N 0.2 0.0 0.1
H -0.1 1.0 -0.9
H -1.3 -1.1 -1.7
H 0.5 -0.1 -0.2
H -0.7 -0.5 0.4
H 0.0 0.1 0.6
H -0.4 0.3 -0.7
H -0.2 -1.2 -0.5
H 0.3 1.1 2.6

How positive or negative is each atom? The Mulliken charges in e answer that: C 0.14; C 0.25; C -0.35; C -0.61; C 0.24; C -0.89; N -0.35; H 0.38; H 0.26; H 0.37; H 0.26; H 0.34; H 0.32; H 0.34; H 0.30

***

No. 6
The following is a DFT calculation (ωB97M-V/def2-TZVPD) of a 2-piece molecular cluster, C5H14OP overall in a non-equilibrium geometry.

Gap between HOMO and LUMO, Eh: 0.3503
Molecular weight, u: 121.14
Relative energy (zero: lowest compared OMol25 entry of this formula, charge and spin), kJ/mol: 238.3
E_LUMO, Eh: -0.17782
Highest occupied orbital energy, eV: -14.37
Net charge: +1

CARTESIAN COORDINATES (ANGSTROEM)
C 2.54577 -0.62098 0.43174
C -0.69344 1.95728 -0.18404
C -2.64675 -0.85469 0.54584
C 1.14628 -1.09082 0.81674
C 0.16494 1.03644 -1.03831
O -0.19115 -1.80465 -1.41215
P -0.21807 -0.67359 -0.33891
H 3.15028 -0.87578 1.25632
H 2.91884 -0.94325 -0.51914
H 2.53506 0.51289 0.51391
H -1.14544 2.63554 -0.79677
H -1.43182 1.34970 0.28196
H -0.16530 2.50288 0.51871
H -2.58768 -1.79699 1.02172
H -3.20596 -0.70372 -0.37934
H -2.58145 0.03943 1.00181
H 0.75573 -0.80165 1.78740
H 1.27850 -2.17812 0.88257
H 1.22831 1.14681 -0.92297
H -0.06203 0.87497 -2.16225
H -1.06523 -2.02743 -1.82164

Forces on the atoms, in the same order (eV/Å):
C -1.4 3.3 0.8
C 0.5 -1.7 -0.9
C 2.7 -0.8 -3.6
C -0.5 -1.3 -0.6
C -0.9 -2.6 -1.0
O -0.9 -1.2 -1.6
P -1.3 0.8 1.4
H 1.1 -0.7 0.6
H 0.1 -0.3 -0.4
H 0.4 -1.2 -0.6
H -1.5 1.9 -1.6
H -0.7 0.2 0.6
H 1.2 0.8 1.5
H -0.1 -0.6 0.5
H 0.2 -0.7 0.0
H -0.1 2.4 2.4
H 0.5 0.4 0.3
H -0.9 -0.1 -0.1
H 0.4 0.2 -0.1
H 0.1 0.8 1.8
H 1.2 0.2 0.3

How positive or negative is each atom? The Mulliken charges in e answer that: C -1.28; C -0.99; C -1.00; C -0.44; C -0.44; O -0.50; P 0.53; H 0.40; H 0.35; H 0.34; H 0.38; H 0.10; H 0.36; H 0.40; H 0.40; H 0.44; H 0.44; H 0.36; H 0.36; H 0.40; H 0.39

***

No. 7
The following is a DFT calculation (ωB97M-V/def2-TZVPD) of CH5AgO2 as an isolated structure in a non-equilibrium geometry.

Gap between HOMO and LUMO (alpha / beta), Eh: 0.2721 / 0.2553
Molecular weight, u: 156.92
Relative energy (zero: lowest compared OMol25 entry of this formula, charge and spin), kJ/mol: 29.0
Multiplicity: 3
<S²>: 2.01
E_LUMO (alpha / beta), Eh: 0.02139 / -0.12512
Highest occupied orbital energy (alpha / beta), eV: -6.82 / -10.35

CARTESIAN COORDINATES (ANGSTROEM)
O -1.47292 -1.79009 1.04035
Ag -3.03256 -0.71754 0.68937
H -0.96382 -2.54174 0.72071
C 1.15519 1.12057 -0.41445
H 2.03941 0.48423 -0.25427
H 1.37890 1.84346 -1.20758
H 0.94325 1.67381 0.51306
O 0.03841 0.36216 -0.83577
H -0.08587 -0.43485 -0.25141

Forces on the atoms, in the same order (eV/Å):
O 1.8 -0.5 0.8
Ag -1.4 0.9 -0.5
H -0.2 -0.3 -0.4
C 0.2 0.0 0.2
H -0.1 0.2 -0.1
H -0.1 -0.2 0.2
H 0.1 -0.1 -0.2
O -0.4 -1.3 0.6
H 0.2 1.3 -0.7

How positive or negative is each atom? The Mulliken charges in e answer that: O -0.58; Ag 0.28; H 0.27; C -0.49; H 0.23; H 0.20; H 0.24; O -0.47; H 0.32